This record from the Open Molecules 2025 dataset describes the molecule C3H5FN2OS at a distorted geometry. The level of theory is wB97M-V/def2-TZVPD.

## Properties
frontier orbital gap	8.9	eV
DFT total energy	-21770.2564	eV
structure (SMILES)	ONC(=S)N/C=C\F
maximum force	1.5	eV Å⁻¹

Structure (ORCA input):
```
! wB97M-V def2-TZVPD RIJCOSX def2/J DEFGRID3
* xyz 0 1
H -0.790 -2.918 -1.238
H 0.665 2.810 -0.213
F -0.963 -2.781 0.801
C -0.689 -2.236 -0.399
H -0.689 -0.579 1.534
H 2.150 1.009 -0.579
H -0.141 -0.488 -1.430
C -0.348 -0.956 -0.479
S -0.564 2.077 2.082
N -0.276 -0.154 0.673
C -0.121 1.193 0.743
N 0.419 1.836 -0.341
O 1.349 1.187 -1.155
*
```

***

This record from the Open Molecules 2025 dataset describes the molecule C2H6NO2P at a distorted geometry. The level of theory is wB97M-V/def2-TZVPD.

## Properties
frontier orbital gap	8.8	eV
DFT total energy	-17041.7237	eV
structure (SMILES)	NC(=O)[PH2]1CO1
maximum force	3.4	eV Å⁻¹

Structure (ORCA input):
```
! wB97M-V def2-TZVPD RIJCOSX def2/J DEFGRID3
* xyz 0 1
N -2.194 0.691 0.442
H -1.761 1.441 1.120
O -1.627 -1.389 -0.559
H -3.178 0.508 0.413
P 0.568 0.359 -0.163
H 1.091 1.134 -1.236
C 1.870 -1.065 -0.266
C -1.422 -0.297 -0.100
O 1.843 0.053 0.713
H 1.798 -2.087 0.095
H 2.814 -0.930 -0.802
H 0.196 1.582 0.343
*
```

***

This record from the Open Molecules 2025 dataset describes the molecule C5H9NO2 at a distorted geometry. The level of theory is wB97M-V/def2-TZVPD.

## Properties
frontier orbital gap	8.9	eV
DFT total energy	-10912.0241	eV
structure (SMILES)	CN[C@@H]1CC(=O)[C@@H]1O
maximum force	6.1	eV Å⁻¹

Structure (ORCA input):
```
! wB97M-V def2-TZVPD RIJCOSX def2/J DEFGRID3
* xyz 0 1
C 0.087 1.029 -0.215
H -1.830 1.187 -1.231
H 2.017 0.784 -1.436
H 0.185 1.106 2.126
C 1.850 0.094 0.589
C 0.407 0.412 1.235
H -0.073 -1.035 2.472
H 1.073 -0.790 -1.312
H -0.597 -1.225 -1.361
N -1.367 0.582 -0.591
H -1.601 -1.474 0.153
H 0.112 2.138 0.022
C -1.539 -0.926 -0.757
O 3.023 -0.321 0.883
O -0.390 -0.801 1.613
H -2.555 -1.064 -1.372
C 1.198 0.302 -0.819
*
```

***

This record from the Open Molecules 2025 dataset describes a structure of composition C3H4NO at a distorted geometry. The level of theory is wB97M-V/def2-TZVPD.

## Properties
frontier orbital gap	9.3	eV
DFT total energy	-6700.1391	eV
maximum force	5.3	eV Å⁻¹

Structure (ORCA input):
```
! wB97M-V def2-TZVPD RIJCOSX def2/J DEFGRID3
* xyz 1 1
C 0.625 -0.504 -0.206
H 1.150 -0.313 -1.119
H 0.094 1.571 -0.527
C -1.390 -0.643 -0.111
H 0.229 1.016 1.276
C -0.181 0.789 0.213
O -0.332 -1.607 -0.297
N -1.718 0.454 0.216
H 1.524 -0.762 0.554
*
```

***

This record from the Open Molecules 2025 dataset describes a structure of composition C26H50CaGeO10P. The level of theory is wB97M-V/def2-TZVPD.

## Properties
frontier orbital gap	8.8	eV
DFT total energy	-132490.9329	eV
maximum force	0.5	eV Å⁻¹

Structure (ORCA input):
```
! wB97M-V def2-TZVPD RIJCOSX def2/J DEFGRID3
* xyz 1 1
O -1.426 -2.710 -1.366
H 0.089 -2.960 3.107
H 3.254 -0.907 1.903
H 3.889 6.822 2.477
C -4.038 -4.432 -4.332
H -4.338 -2.007 1.008
C -2.265 3.369 0.632
O 1.726 0.229 -3.792
H 4.355 5.992 3.962
C -2.456 -1.837 3.019
H -3.761 -5.286 -4.943
H -6.031 -4.348 -5.091
H -2.216 0.497 -3.158
H 0.011 -4.264 1.300
H 4.732 -0.164 2.524
H 1.363 0.645 -5.806
H -3.447 -3.363 0.283
H -0.964 1.441 -4.027
H 3.172 -1.695 -2.418
H 1.632 0.516 0.489
C 2.355 -2.092 -1.818
H 3.817 3.781 2.892
C -4.725 -2.254 -2.791
O -0.304 0.416 -2.329
H 2.909 3.097 -0.588
P 0.568 -0.702 -3.162
C -3.644 -2.826 1.205
O -0.972 1.411 0.340
H -4.964 -1.395 -2.179
H 1.796 -2.507 3.018
O 0.712 -2.309 1.262
H 1.419 2.765 3.033
H 1.522 2.320 -1.316
O -0.661 -0.302 2.422
O 1.291 -1.132 -1.739
O -2.391 -2.333 1.690
H 0.659 4.944 0.085
C -5.665 -2.801 -3.643
C 4.058 -0.203 1.667
H -2.356 3.722 1.666
C 0.791 -2.242 2.677
H -1.867 -2.489 3.668
H 1.552 5.811 2.651
O -2.820 -0.993 -1.238
C 1.967 4.868 3.025
C 1.042 3.712 2.640
H -1.869 -0.072 4.095
H 2.710 -2.259 -0.806
H -6.659 -2.379 -3.707
H 2.039 -0.967 -5.490
H -2.594 0.230 2.501
C -5.313 -3.901 -4.416
C 3.391 4.711 2.502
C -3.091 -3.882 -3.470
C -2.506 -2.133 -1.712
C -3.438 -2.780 -2.679
C -1.333 1.122 -3.053
O -1.836 -4.395 -3.414
Ca -0.754 -0.870 -0.146
H 3.372 4.602 1.411
C 4.286 5.886 2.878
Ge 0.804 3.543 0.704
H 3.058 0.475 -5.315
H -4.080 -3.518 1.927
H -1.580 2.002 -2.468
H 2.002 -3.031 -2.246
C 2.042 2.470 -0.365
H 2.953 0.550 -0.649
H 1.310 -0.172 2.836
H -2.254 4.260 0.002
H -1.781 -5.129 -4.037
C 0.476 -0.825 3.101
H 0.547 -3.665 -0.269
H 5.297 5.759 2.490
C -1.928 -0.427 3.062
H 1.995 4.959 4.115
H 4.320 1.843 1.046
C 0.768 -3.665 0.794
H 0.341 -0.781 4.185
C 2.056 0.079 -5.187
H -3.480 -1.846 3.398
C 3.500 1.173 1.321
H 3.034 1.617 2.205
H -3.114 2.730 0.388
H 4.615 -0.618 0.823
C -0.976 2.623 0.507
C 2.498 1.111 0.175
H 0.049 3.855 3.075
H 1.756 -4.089 0.980
*
```

***

This record from the Open Molecules 2025 dataset describes a structure of composition C10H13CdF6NO4S2 at a distorted geometry. The level of theory is wB97M-V/def2-TZVPD.

## Properties
frontier orbital gap (spin up / spin down)	7.2 / 7.2	eV
DFT total energy	-62796.6294	eV
maximum force	2.9	eV Å⁻¹

Structure (ORCA input):
```
! wB97M-V def2-TZVPD RIJCOSX def2/J DEFGRID3
* xyz 0 1
O 0.886 2.607 2.151
C -2.874 -0.160 2.634
F -3.446 -0.171 3.866
F 1.925 2.091 4.977
H 2.302 0.298 -3.186
C -1.282 -1.453 -1.107
C -0.821 0.212 -3.014
H -0.098 -3.197 -0.756
C 2.362 1.307 3.965
C 1.504 -0.682 -1.420
H 2.211 1.273 -1.729
H 0.549 1.740 -3.713
H -2.084 -1.821 -0.438
H -0.780 -3.171 -2.368
C 1.042 -1.966 -2.093
F 2.676 0.086 4.424
H 1.811 -2.717 -1.853
S 1.055 1.241 2.590
O 1.781 0.309 1.680
F 3.472 1.865 3.412
C -0.311 -2.527 -1.604
H -1.581 0.770 -3.596
S -1.680 1.302 2.511
F -3.870 -0.087 1.713
C 0.359 1.198 -2.779
H 0.063 1.965 -2.047
H 2.430 -0.842 -0.844
F -2.231 -1.341 2.450
Cd 0.067 -0.256 0.351
H -0.485 -0.633 -3.643
H 1.047 -1.917 -3.188
H -2.361 0.373 -1.435
O -1.665 1.629 1.082
O -2.074 2.327 3.443
N -0.333 0.458 2.932
C -1.519 -0.269 -1.770
C 1.658 0.524 -2.316
*
```

***

This record from the Open Molecules 2025 dataset describes the molecule C22H25N3O5. The level of theory is wB97M-V/def2-TZVPD.

## Properties
frontier orbital gap	8.6	eV
DFT total energy	-37928.8150	eV
structure (SMILES)	CCOc1ccc(NC(=O)C[C@@H]2C(=O)N(c3ccccc3)C(=O)N2CCOC)cc1
maximum force	0.8	eV Å⁻¹

Structure (ORCA input):
```
! wB97M-V def2-TZVPD RIJCOSX def2/J DEFGRID3
* xyz 0 1
N -3.152 0.292 -0.675
H -5.824 -1.146 -2.246
H 0.942 -1.803 -0.289
C 1.810 -1.179 -0.418
O -0.639 2.686 -0.862
H 1.116 1.800 0.353
H -3.115 1.980 -1.938
H -0.209 0.483 4.906
C 4.063 -0.604 0.214
H 0.735 1.069 -2.592
C 1.784 -0.142 -1.340
N -1.419 1.016 0.536
C -4.812 -0.710 -2.288
C -0.480 1.085 1.598
H -1.272 1.243 -3.344
H -4.831 0.135 -2.982
H 3.473 -0.961 3.022
H -3.123 -2.641 -1.224
C 0.086 0.764 3.906
C -3.727 -2.815 -2.118
H -1.860 0.418 3.098
C 2.935 -1.405 0.353
H 2.762 1.838 2.152
H 2.117 1.174 4.449
C 1.390 1.154 3.651
H -4.689 -3.259 -1.842
C -2.514 0.115 0.508
H 4.647 -1.775 4.068
C -4.488 -0.222 -0.869
C -2.456 1.207 -1.529
C 2.923 0.647 -1.501
H 4.915 -2.607 1.737
C -0.597 -0.351 -2.009
C 4.531 -1.083 3.238
O -3.913 -1.623 -2.854
H 2.918 1.456 -2.218
C -1.389 1.779 -0.597
C 4.045 0.418 -0.738
C 5.281 -1.612 2.018
C 0.823 1.496 1.343
H -5.222 0.559 -0.623
H 4.926 1.029 -0.852
H -2.362 -0.173 -3.205
N 0.641 0.201 -2.081
C 1.751 1.526 2.367
H -3.189 -3.491 -2.780
H 2.908 -2.215 1.065
O -2.842 -0.635 1.389
H 4.936 -0.115 3.526
C -1.684 0.493 -2.671
C -0.852 0.733 2.890
O 5.222 -0.728 0.918
O -0.862 -1.381 -1.428
H -4.599 -1.036 -0.149
H 6.348 -1.691 2.242
*
```

***

This record from the Open Molecules 2025 dataset describes the molecule C4H6N2O. The level of theory is wB97M-V/def2-TZVPD.

## Properties
frontier orbital gap	8.3	eV
DFT total energy	-9269.8861	eV
structure (SMILES)	CC(=O)[C@@H]1N=C1N
maximum force	0.9	eV Å⁻¹

Structure (ORCA input):
```
! wB97M-V def2-TZVPD RIJCOSX def2/J DEFGRID3
* xyz 0 1
C 0.441 1.785 -1.153
H 1.036 1.540 -2.036
N -0.895 -0.341 1.721
C -0.919 0.388 0.425
C -0.292 -1.241 1.159
H 0.967 2.571 -0.599
H -0.529 -3.238 0.947
O 1.272 -0.197 -0.069
N 0.084 -2.442 0.835
H 0.914 -2.502 0.255
H -0.530 2.184 -1.463
C 0.298 0.582 -0.249
H -1.846 0.911 0.226
*
```

***

This record from the Open Molecules 2025 dataset describes a structure of composition C5H11O4Sm at a distorted geometry. The level of theory is wB97M-V/def2-TZVPD.

## Properties
frontier orbital gap (spin up / spin down)	7.9 / 8.0	eV
DFT total energy	-31438.4650	eV
maximum force	5.4	eV Å⁻¹

Structure (ORCA input):
```
! wB97M-V def2-TZVPD RIJCOSX def2/J DEFGRID3
* xyz 2 6
H -0.579 -2.203 -0.615
O -0.644 0.468 0.476
C -1.387 1.682 0.747
C -2.814 1.289 1.104
H 3.196 -2.278 -0.950
H 4.129 -1.053 -1.891
H 0.700 1.551 -0.671
H 2.569 -1.756 -2.536
C 3.134 -1.441 -1.653
C 1.263 -0.497 -0.570
O 2.392 -0.327 -1.106
H -3.341 1.010 0.169
O -2.837 0.271 2.047
O -1.391 -2.301 0.011
H -1.347 2.324 -0.145
H 0.977 -1.558 -0.371
H -0.894 2.182 1.596
H -3.308 2.207 1.475
H 1.333 1.007 0.880
Sm -1.822 -1.290 1.957
C 0.671 0.712 0.043
*
```

***

This record from the Open Molecules 2025 dataset describes a structure of composition C20H15N2PtS5 at a distorted geometry. The level of theory is wB97M-V/def2-TZVPD.

## Properties
frontier orbital gap	5.9	eV
DFT total energy	-81381.8462	eV
maximum force	2.1	eV Å⁻¹

Structure (ORCA input):
```
! wB97M-V def2-TZVPD RIJCOSX def2/J DEFGRID3
* xyz 1 1
Pt 0.013 0.357 0.286
H 0.277 -2.817 -4.610
H -2.692 -1.954 -0.931
H -3.135 -2.810 4.736
H -4.648 -3.157 2.802
H 1.138 5.071 0.682
C 0.152 -2.082 -3.827
C -2.425 -0.971 -1.326
C 1.001 -0.307 -2.490
H 3.402 5.682 1.463
S 2.389 0.450 -0.265
C 3.968 2.448 0.675
C -1.158 -1.065 -2.118
S -0.497 -4.207 -0.377
C -0.135 -2.740 0.157
H -3.232 -0.623 -1.972
H 2.144 -1.278 -4.017
H 1.701 1.691 -2.182
C -1.956 -1.321 3.745
C 1.196 -1.224 -3.501
C -2.587 -0.823 1.504
C -1.042 -1.999 -3.136
C 3.210 4.678 1.109
C -1.752 -0.589 2.583
H -1.863 -2.663 -3.366
H 4.749 1.698 0.673
C 1.937 4.342 0.670
H -4.305 -1.863 0.736
C -3.635 -1.726 1.576
H 5.216 3.992 1.473
C 2.042 0.664 -2.053
S 0.010 2.641 -0.230
S -2.379 0.211 0.065
S -0.494 0.644 2.559
H -1.290 -1.165 4.584
C 4.229 3.733 1.116
C 1.655 3.046 0.248
H 2.975 0.510 -2.590
C 2.688 2.121 0.240
N 0.115 -1.666 0.569
N -0.159 -0.237 -1.828
C -2.991 -2.244 3.825
C -3.834 -2.449 2.743
*
```

***

This record from the Open Molecules 2025 dataset describes a cluster of 2 separate species, CH2O2S4 in total at a distorted geometry. The level of theory is wB97M-V/def2-TZVPD.

## Properties
frontier orbital gap	8.2	eV
DFT total energy	-48503.5099	eV
maximum force	3.2	eV Å⁻¹

Structure (ORCA input):
```
! wB97M-V def2-TZVPD RIJCOSX def2/J DEFGRID3
* xyz 0 1
S -0.479 -2.121 -0.695
H 1.238 -0.686 -0.772
O -4.210 0.814 -0.365
S -1.514 -2.766 0.779
C 0.211 -0.482 -0.393
S -1.059 -0.277 -1.598
S -3.076 0.272 0.353
H 0.073 -0.246 0.611
O -2.331 1.198 1.130
*
```

***

This record from the Open Molecules 2025 dataset describes a structure of composition C4H9O2 at a distorted geometry. The level of theory is wB97M-V/def2-TZVPD.

## Properties
frontier orbital gap	7.7	eV
DFT total energy	-8388.4637	eV
maximum force	3.6	eV Å⁻¹

Structure (ORCA input):
```
! wB97M-V def2-TZVPD RIJCOSX def2/J DEFGRID3
* xyz -1 1
C 0.034 0.676 0.362
O 1.275 -1.742 0.770
H -1.048 -0.816 -0.850
O 0.494 0.184 1.546
C -0.048 -0.391 -0.742
H -1.305 2.213 -0.340
H 0.935 -0.858 1.222
H 0.740 1.460 -0.032
C -1.261 1.519 0.479
H -1.189 2.056 1.433
H 0.153 0.056 -1.717
H 1.888 -1.342 -1.111
H 0.534 -2.408 -1.040
H -2.176 0.914 0.573
C 0.973 -1.523 -0.554
*
```